1.
The following is a quantum chemistry calculation of the molecule C3H4N2O2, from OMol25.

Its LUMO energy is 0.70 eV. The value obtained for the energy above the lowest of the compared OMol25 structures with the same formula, charge and spin is 258.0 kJ/mol. The total charge is 0. The structure (SMILES) is Nc1ncoc1O.

The geometry in XYZ format:
```
11
Properties=species:S:1:pos:R:3:forces:R:3:mulliken_charge:R:1
C 0.3914 -0.3988 -0.0789 1.331 2.799 1.482 0.36
C -1.6878 -0.8184 0.0539 -0.841 0.159 -1.002 0.03
C -0.2563 0.8379 -0.0644 -1.171 -1.941 -0.505 0.23
H 2.1766 -1.4518 -0.0476 -0.231 -1.110 0.248 0.28
H 2.3896 -0.0233 -0.7285 -1.545 -0.519 1.496 0.28
H -2.6238 -1.4310 -0.0512 0.842 1.379 0.368 0.36
H -0.1159 2.5068 0.8733 -0.287 0.146 1.126 0.34
N 1.8450 -0.5202 0.0483 -0.522 1.369 -1.707 -0.56
N -0.5402 -1.3894 0.1516 0.509 0.010 -0.944 -0.50
O -1.6560 0.5529 -0.1847 1.384 -1.563 1.243 -0.32
O 0.0776 2.1354 0.0282 0.530 -0.728 -1.805 -0.50
```
Positions in Å, forces in eV/Å.


2.
The following is a quantum chemistry calculation of a structure of composition C21H20N2OPdS6, from OMol25.

Its LUMO energy is 4.38 eV. The value obtained for the energy above the lowest of the compared OMol25 structures with the same formula, charge and spin is 90.6 kJ/mol. The total charge is -2.

The geometry in XYZ format:
```
51
Properties=species:S:1:pos:R:3:forces:R:3:mulliken_charge:R:1
Pd -0.0922 -0.7441 0.7197 0.281 -0.921 -0.534 -0.91
S -4.5884 -1.8452 0.9939 0.288 0.128 -0.039 -0.35
C -3.7501 -3.3392 1.0037 -0.137 -0.024 0.007 -0.23
C -2.4002 -3.1736 0.9426 -0.005 -0.049 0.012 -0.50
C -1.9486 -1.8116 0.8822 0.558 0.783 0.030 -0.11
C -3.0360 -0.9771 0.8963 -0.550 -0.389 -0.004 0.11
C -3.0419 0.4781 0.8198 0.089 0.088 0.040 0.94
C -4.2189 1.2357 0.7214 -0.002 -0.032 0.024 -0.96
C -4.1421 2.6125 0.6767 0.000 -0.038 -0.005 -0.34
C -2.8957 3.2239 0.7075 -0.036 0.037 0.012 -0.85
C -1.7826 2.4003 0.7766 -0.036 0.032 -0.009 -0.41
N -1.8441 1.0801 0.8439 -0.166 0.208 -0.088 0.34
H -4.3141 -4.2607 1.0500 0.054 -0.027 0.008 0.40
H -1.7291 -4.0241 0.9347 0.031 0.022 0.008 0.34
H -5.1770 0.7340 0.6723 -0.016 0.017 0.020 0.30
H -5.0480 3.2045 0.6077 0.003 0.009 -0.009 0.37
H -2.7903 4.3005 0.6701 0.026 -0.005 -0.032 0.36
H -0.7832 2.8270 0.7722 0.013 -0.021 0.022 0.41
O -0.1738 0.2096 3.4251 -0.011 -0.118 -0.289 -0.43
C 1.0123 0.9482 3.4561 0.046 0.001 0.079 -0.52
C 2.2375 0.0759 3.7390 -0.056 -0.043 -0.061 -0.51
C 2.5458 -0.9159 2.6082 -0.042 0.080 0.060 -1.11
C 2.9460 -0.2204 1.3415 -0.022 -0.022 -0.051 0.66
C 4.2292 0.2884 1.1712 0.074 -0.001 -0.071 -0.56
C 4.5517 0.9679 0.0073 -0.079 -0.010 -0.002 -0.40
C 3.5652 1.1417 -0.9499 0.129 -0.011 0.007 -0.80
C 2.3108 0.6029 -0.7199 -0.068 -0.101 -0.001 0.11
N 2.0048 -0.0812 0.3902 -0.342 0.077 0.414 0.34
H -0.2784 -0.1801 2.4583 -0.021 0.292 1.116 0.31
H 0.9268 1.6928 4.2593 0.010 0.022 -0.031 0.41
H 1.1658 1.4962 2.5146 -0.012 0.021 0.015 0.16
H 2.0350 -0.4909 4.6529 0.031 0.019 0.031 0.37
H 3.1105 0.7164 3.9240 -0.007 0.001 0.001 0.33
H 1.6419 -1.4973 2.3830 0.049 -0.055 0.011 0.14
H 3.3449 -1.5926 2.9288 0.007 -0.013 -0.032 0.46
H 4.9685 0.1459 1.9509 -0.022 -0.027 0.027 0.41
H 5.5523 1.3521 -0.1537 0.008 0.028 0.042 0.37
H 3.7601 1.6756 -1.8701 -0.070 -0.024 -0.032 0.46
H 1.5100 0.7133 -1.4450 0.122 -0.010 0.028 -0.32
C 0.2535 -2.0949 -2.1014 -0.019 -0.079 -0.250 -0.16
S 1.3689 -1.6467 -3.4702 0.078 0.197 0.188 -0.20
C 0.4410 -0.6704 -4.5930 0.033 -0.186 -0.020 -0.12
C -0.0777 0.5756 -4.3893 -0.051 -0.053 -0.456 0.12
S -0.0981 1.5512 -3.0117 -0.217 0.247 0.026 -0.37
S -0.8033 1.2385 -5.8863 0.218 -0.096 0.177 -0.11
C -0.3665 0.0070 -7.0027 -0.010 -0.098 0.142 0.10
S -0.6372 0.0829 -8.6468 -0.071 0.000 -0.105 -0.39
S 0.3727 -1.3229 -6.2212 -0.095 0.177 0.069 -0.14
H 0.7917 -2.8987 -1.5979 -0.087 -0.019 0.056 0.35
H -0.6856 -2.4778 -2.4977 -0.030 0.006 0.039 0.40
H 0.0564 -1.3137 -1.3448 0.133 -0.025 -0.590 -0.28
```
Positions in Å, forces in eV/Å.


3.
The following is a quantum chemistry calculation of a structure of composition C34H23BrN4OPrS, from OMol25.

Its LUMO energy (alpha / beta) is -3.79 / -3.79 eV. As for the spin multiplicity: 3. The total charge is +1.

The geometry in XYZ format:
```
65
Properties=species:S:1:pos:R:3:forces:R:3:mulliken_charge:R:1
Pr -0.7961 -0.5366 -0.0737 0.582 1.382 -0.254 1.27
Br -4.6269 -6.9816 -1.7775 0.076 0.130 0.057 -0.18
C -3.4600 -5.5082 -1.5370 -0.072 -0.222 -0.251 -0.28
C -2.6048 -5.1378 -2.5842 -0.144 -0.022 0.183 -0.37
C -1.7366 -4.0916 -2.4157 0.246 0.261 0.120 -0.65
C -1.6709 -3.3608 -1.2109 -0.516 -0.863 -0.063 0.18
O -0.7773 -2.4187 -1.0750 -0.083 -0.501 -0.270 -0.48
C -2.5832 -3.7082 -0.1686 0.226 -0.058 -0.583 0.36
C -2.7179 -3.0269 1.0793 0.104 0.320 0.281 0.84
N -2.1471 -1.9205 1.4656 -0.274 -0.407 -0.198 -0.18
C -2.4163 -1.3900 2.7527 -0.141 0.120 0.562 1.00
C -3.2566 -1.9539 3.6883 0.135 -0.046 -0.300 -0.97
C -3.4886 -1.3628 4.9388 -0.020 0.131 0.204 -1.09
C -2.8842 -0.1898 5.2836 -0.055 -0.089 0.003 -0.86
C -2.0121 0.4338 4.3678 0.035 -0.070 -0.182 1.12
C -1.3709 1.6556 4.6603 0.102 0.072 -0.094 -0.66
C -0.5465 2.2374 3.7371 -0.038 0.027 0.135 -0.98
C -0.3537 1.5829 2.5169 -0.063 -0.166 -0.164 -0.12
N -0.9201 0.4306 2.2108 -0.151 0.056 0.390 0.04
C -1.7652 -0.1616 3.1045 -0.157 -0.099 0.204 0.16
C -3.4504 -4.8116 -0.3658 -0.008 0.142 0.194 -0.83
H -2.6339 -5.6836 -3.5173 0.020 0.002 -0.003 0.44
H -1.0601 -3.7975 -3.2078 -0.011 -0.037 -0.003 0.46
H -3.4190 -3.5257 1.7455 0.039 0.024 0.069 0.08
H -3.7697 -2.8816 3.4809 0.001 0.005 0.002 0.32
H -4.1629 -1.8501 5.6301 0.010 -0.007 -0.010 0.41
H -3.0630 0.2733 6.2451 -0.002 -0.004 -0.004 0.43
H -1.5459 2.1281 5.6189 -0.019 -0.014 0.004 0.45
H -0.0543 3.1800 3.9266 0.001 -0.003 -0.003 0.43
H 0.2843 2.0233 1.7560 -0.007 0.024 -0.005 0.54
H -4.1240 -5.0966 0.4331 -0.005 0.005 -0.011 0.47
C -1.4830 1.3862 -1.3833 -0.061 -0.131 0.100 -1.29
C -1.9148 2.3496 -1.9990 0.079 -0.006 0.054 0.83
C -2.3894 3.4677 -2.7582 -0.055 0.005 -0.116 0.27
C -2.8668 3.2668 -4.0566 -0.003 0.020 0.034 -0.45
C -3.3062 4.3398 -4.8126 -0.015 -0.030 -0.020 -0.50
C -3.2770 5.6233 -4.2852 0.010 0.010 -0.020 -0.38
C -2.8142 5.8288 -2.9933 -0.006 0.030 0.034 -0.47
C -2.3734 4.7601 -2.2307 -0.011 -0.015 0.010 -0.49
H -2.8896 2.2628 -4.4589 0.016 0.009 -0.012 0.41
H -3.6741 4.1720 -5.8165 0.009 0.017 0.004 0.38
H -3.6117 6.4620 -4.8814 -0.017 -0.005 0.014 0.38
H -2.7986 6.8272 -2.5759 0.008 -0.003 -0.010 0.37
H -2.0168 4.9181 -1.2214 0.021 -0.009 -0.009 0.40
S 6.2258 -1.4234 0.4456 -0.014 0.183 -0.154 -0.08
C 4.4490 -1.2644 0.4653 -0.063 -0.034 0.016 0.21
C 3.6721 -1.7714 -0.5695 0.061 -0.003 0.052 -0.68
C 2.3040 -1.5863 -0.5321 -0.013 0.006 -0.022 -0.25
N 1.6781 -0.9317 0.4594 0.339 -0.060 -0.095 -0.18
C 2.4313 -0.4842 1.4722 -0.103 0.067 0.094 -0.21
C 3.8030 -0.6315 1.5209 0.036 -0.038 -0.048 -0.66
C 6.5385 0.0731 -0.5108 -0.006 -0.275 0.251 0.35
C 6.6947 1.2843 0.1438 0.014 0.072 -0.110 -0.20
C 6.9291 2.4126 -0.6325 -0.012 -0.063 0.089 -0.39
N 7.0139 2.3809 -1.9569 0.022 0.136 -0.111 -0.55
C 6.8769 1.2099 -2.5675 -0.008 -0.065 0.044 -0.37
C 6.6396 0.0193 -1.8901 0.017 0.080 -0.057 -0.19
H 4.1304 -2.3067 -1.3890 -0.025 0.016 -0.020 0.42
H 1.6757 -1.9876 -1.3195 -0.003 0.018 -0.020 0.49
H 1.9072 0.0108 2.2806 -0.004 0.008 -0.011 0.51
H 4.3660 -0.2548 2.3631 -0.019 0.019 0.001 0.45
H 6.6449 1.3483 1.2221 0.006 0.005 -0.003 0.38
H 7.0588 3.3837 -0.1671 -0.005 -0.027 0.010 0.36
H 6.9638 1.2212 -3.6482 -0.006 -0.030 0.015 0.36
H 6.5465 -0.9158 -2.4250 0.001 -0.001 0.007 0.40
```
Positions in Å, forces in eV/Å.


4.
The following is a quantum chemistry calculation of the molecule C4H9N2OP3, from OMol25.

Its LUMO energy (alpha / beta) is -0.98 / -0.98 eV. The value obtained for the energy above the lowest of the compared OMol25 structures with the same formula, charge and spin is 0.0 kJ/mol. The total charge is 0.

The geometry in XYZ format:
```
19
Properties=species:S:1:pos:R:3:forces:R:3:mulliken_charge:R:1
C 0.3431 -0.8583 0.8231 -1.731 -2.991 0.277 -0.58
C 1.0242 0.8911 -0.6667 -0.135 0.251 2.560 -0.86
C -0.7900 0.0796 0.9111 1.341 3.861 -0.730 0.05
C -0.4180 1.0390 -0.3599 -3.855 -1.081 -1.705 0.23
N 1.4250 -0.2293 0.1724 1.337 -0.294 -0.336 -0.05
N -2.0902 -0.4476 0.9310 -1.403 -1.653 -1.809 -0.28
O -0.8751 2.3157 -0.0773 -0.182 1.627 0.840 -0.57
P -2.6434 -1.3327 -0.9843 0.000 0.714 1.742 0.04
P -3.4008 0.1882 0.0728 -0.073 -0.085 0.019 0.03
P 2.5924 -1.2621 -0.5124 -1.239 1.026 -3.039 -0.11
H 0.5581 -1.2318 1.8427 0.367 -0.210 -0.644 0.24
H -0.1110 -1.7259 0.1799 0.984 0.806 1.061 0.26
H 1.1299 0.6357 -1.6687 0.669 0.112 -1.942 0.43
H 1.5677 1.7676 -0.3100 0.059 0.215 -0.671 0.23
H -0.7014 0.7089 1.8651 -0.052 -0.433 -1.276 0.31
H -1.0602 0.7163 -1.3535 1.640 0.085 2.510 0.20
H -1.4371 2.7413 -0.7352 0.305 -0.503 -0.135 0.35
H 1.7530 -2.4183 -0.7438 0.485 0.147 0.316 0.04
H 3.1339 -1.5773 0.6136 1.483 -1.596 2.963 0.03
```
Positions in Å, forces in eV/Å.


Which F_max belongs to each record? In order, 3.4, 1.2, 1.5, 4.4 eV Å⁻¹.